Molecular formula: CH4NO3P
Method: DFT, the ωB97M-V functional and the def2-TZVPD basis

Results
DFT total energy   -18024.568 eV
Spin multiplicity   1
Energy above the lowest of the compared OMol25 structures with the same formula, charge and spin   0.2500 eV
HOMO energy   -10.7 eV
HOMO-LUMO gap   11.39 eV

CARTESIAN COORDINATES (ANGSTROEM)
H (-1.921, 0.935, -0.020)
H (-0.703, 2.323, 0.098)
O (-0.157, 0.562, 1.019)
P (0.766, -0.043, -0.133)
N (0.293, -1.629, -0.180)
O (-0.314, 0.797, -1.093)
H (0.907, -2.402, -0.433)
H (-0.121, -2.034, 0.616)
C (-0.935, 1.224, 0.060)
O (2.185, 0.267, 0.067)